Entry from OMol25: a gas-phase ion, C5H12IN2 (charge +1) at a distorted geometry (ωB97M-V/def2-TZVPD).

XYZ file:
```
20
Properties=species:S:1:pos:R:3:forces:R:3:nbo_charge:R:1
C -0.66366 -0.44485 1.45687 -2.2 1.5 -1.5 -0.4751
C 0.77862 -0.18163 1.06872 0.2 -1.8 -0.1 -0.1928
C -0.46097 1.05711 -0.45903 -2.6 -0.1 1.8 -0.2450
C -1.29744 -0.25426 0.01762 0.5 1.9 0.4 0.0479
C 2.01887 1.20137 -0.62385 0.4 -1.3 -0.9 -0.4193
N 0.80860 0.94839 0.16545 0.8 0.5 1.1 -0.4518
N -0.96869 -1.41713 -0.87623 1.8 0.7 -0.6 -0.7387
I -3.50865 0.05099 -0.09530 1.5 -0.3 0.1 0.2104
H -0.78068 -1.37431 2.00500 -0.2 -0.3 -0.4 0.2489
H -1.27149 0.33976 2.01806 1.5 -0.7 -0.3 0.2598
H 1.30550 -0.27966 2.03711 0.8 0.9 -0.9 0.2523
H 1.05483 -1.13588 0.44199 0.4 1.0 1.2 0.0971
H -0.36898 1.05197 -1.52182 -0.3 0.4 -1.0 0.2053
H -1.04212 1.96241 -0.03196 0.7 -1.3 -1.2 0.2281
H 2.00221 2.07091 -1.40187 -0.5 -1.8 1.5 0.2451
H 2.83651 1.38284 0.06019 0.1 0.4 0.2 0.2288
H 2.32287 0.18125 -1.08902 -0.3 1.5 -0.1 0.1605
H -1.29565 -1.28202 -1.83549 0.3 0.1 0.0 0.4512
H -1.51925 -2.11720 -0.49272 -1.3 -2.4 0.7 0.4360
H 0.04957 -1.76004 -0.84372 -1.5 0.9 -0.1 0.4512
```
Forces are in eV/Å.

Properties
* HOMO energy: -0.45481 hartree
* energy above the lowest of the compared OMol25 structures with the same formula, charge and spin: 2.132 eV
* net charge: +1
* SMILES: CN1CC[C@@]([NH3+])(I)C1
* orbital gap: 8.4380 eV
* E: -16452.0277 eV

=====

Entry from OMol25: a molecular structure, C5H12LaO3 at a distorted geometry (ωB97M-V/def2-TZVPD).

XYZ file:
```
21
Properties=species:S:1:pos:R:3:forces:R:3:lowdin_spin:R:1
H -1.70978 3.02555 -3.46836 0.1 0.0 0.0 0.9226
C 3.83142 4.15516 -3.20182 1.5 2.8 1.7 0.0002
O 3.31379 3.23078 -4.10611 5.6 6.6 -2.9 0.0009
C 4.18810 3.49607 -1.87188 0.6 0.0 0.0 0.0001
O 3.05523 2.69119 -1.49236 -0.1 0.3 -1.3 0.0006
C 3.23873 1.85607 -0.35532 -0.4 0.2 1.3 0.0001
C 1.97983 1.03691 -0.19839 -0.4 -0.4 0.8 0.0002
O 2.08503 -0.08484 -1.04898 0.4 0.8 -1.0 0.0002
C 1.10390 -1.07989 -0.81763 -0.7 -0.3 0.4 0.0001
La 2.22909 1.88085 -3.62978 -7.1 -9.0 2.5 0.0745
H 3.10881 4.97140 -3.00118 0.2 -0.4 -0.4 0.0000
H 4.75453 4.63087 -3.58104 -0.5 -0.2 -0.1 0.0000
H 4.37740 4.22929 -1.07548 0.1 -0.1 -0.4 0.0000
H 5.06161 2.83340 -1.98452 -0.1 0.2 0.1 0.0000
H 3.39526 2.48118 0.53480 -0.1 0.0 -0.3 0.0000
H 4.14828 1.24766 -0.47575 -0.4 -0.1 0.0 0.0000
H 0.98626 1.47887 -0.38364 0.5 1.0 -0.4 0.0003
H 1.82535 0.83503 0.86898 0.6 -0.8 0.0 0.0000
H 1.03844 -1.67267 -1.73663 0.3 -0.4 0.7 0.0000
H 1.37492 -1.58167 0.12287 -0.1 -0.5 -0.6 0.0000
H 0.09149 -0.67844 -0.65626 0.2 0.4 -0.1 0.0000
```
Forces are in eV/Å.

Properties
* <S²>: 0.750
* HOMO energy (alpha / beta): -0.64093 / -0.64098 hartree
* energy above the lowest of the compared OMol25 structures with the same formula, charge and spin: 0.444 eV
* net charge: +2
* orbital gap (alpha / beta): 8.8401 / 8.7853 eV
* E: -12360.4881 eV
* spin multiplicity: 2

=====

Entry from OMol25: a gas-phase ion, C5H12N (charge +1) at a distorted geometry (ωB97M-V/def2-TZVPD).

XYZ file:
```
18
Properties=species:S:1:pos:R:3:forces:R:3:nbo_charge:R:1
C -0.64629 1.27308 -0.40775 0.3 0.1 0.1 -0.5302
C -1.32425 -0.05170 -0.50180 1.5 0.5 0.5 0.0340
C 0.51437 1.04450 0.57169 -2.0 -0.7 -0.8 -0.0440
C -2.48074 -0.40651 0.31037 -0.4 -0.2 0.2 -0.7061
C 1.98906 -0.91465 -0.10784 0.0 -0.7 0.0 -0.4239
N 1.77375 0.56000 0.01062 0.4 0.2 0.0 -0.5386
H -0.26111 1.62574 -1.36286 0.0 0.1 -0.1 0.2275
H -1.31549 2.02795 -0.00106 0.0 0.1 -0.1 0.2542
H -0.79835 -0.85474 -0.99929 0.0 0.0 -0.2 0.1805
H 0.27139 0.58456 1.51910 0.2 0.1 0.2 0.2002
H -3.14594 -1.03400 -0.28699 -0.1 0.0 0.0 0.2637
H -3.01517 0.47287 0.65842 -0.1 0.0 0.1 0.2332
H -2.22034 -1.02483 1.17492 0.0 0.0 0.1 0.2506
H 3.05135 -1.14287 -0.06416 0.0 0.1 -0.1 0.2390
H 1.48247 -1.42012 0.71237 0.0 0.2 0.0 0.2390
H 1.58653 -1.27760 -1.04984 -0.1 0.1 0.0 0.2335
H 1.89268 0.99151 -0.91509 0.2 0.0 0.3 0.4390
H 2.50781 0.93195 0.62506 0.0 0.0 -0.3 0.4485
```
Forces are in eV/Å.

Properties
* HOMO energy (alpha / beta): -0.44182 / -0.48429 hartree
* energy above the lowest of the compared OMol25 structures with the same formula, charge and spin: 3.808 eV
* net charge: +1
* orbital gap (alpha / beta): 7.3573 / 9.4368 eV
* E: -6859.7501 eV

=====

Entry from OMol25: 2 unconnected molecules or ions with the total composition C5H12N at a distorted geometry (ωB97M-V/def2-TZVPD).

XYZ file:
```
18
Properties=species:S:1:pos:R:3:forces:R:3:nbo_charge:R:1
C -3.06285 2.11518 0.03271 -0.7 0.2 -0.5 -0.8592
C -0.17199 -1.23707 0.89127 0.5 0.1 -0.1 -0.0593
N -1.37214 -0.81290 0.91285 -0.2 -0.4 0.3 -0.3273
C 2.81241 -0.08202 -0.47345 0.0 0.8 1.0 -0.5586
C 1.86014 -1.31785 -0.63029 0.7 -0.6 -0.2 -0.5513
C 0.54489 -0.89951 -0.30930 -0.3 0.3 -0.1 0.3551
H -4.06524 1.75535 -0.20955 0.1 -0.3 0.3 0.2240
H -2.85955 2.82096 -0.77052 0.4 0.1 0.1 0.2210
H -2.35461 1.29177 0.04499 0.0 0.1 0.0 0.1936
H -3.10252 2.64457 0.97834 0.1 0.0 0.1 0.2206
H 3.83823 -0.35777 -0.70802 -0.2 -0.2 -0.4 0.2706
H 0.33095 -1.81936 1.66026 -0.1 -0.1 0.0 0.2173
H 2.47020 0.77882 -1.03091 0.1 0.0 -0.5 0.2369
H 2.83548 0.25248 0.56438 -0.1 -0.2 0.1 0.2297
H 2.24119 -2.13055 -0.01250 -0.2 0.0 0.0 0.2602
H 1.90449 -1.57972 -1.68850 0.0 -0.1 -0.2 0.3025
H -1.84412 -1.16117 1.75512 -0.2 0.3 0.0 0.3779
H -0.00494 -0.26120 -1.00687 0.1 0.0 0.1 0.2465
```
Forces are in eV/Å.

Properties
* HOMO energy: -0.57338 hartree
* energy above the lowest of the compared OMol25 structures with the same formula, charge and spin: 3.711 eV
* net charge: +1
* orbital gap: 7.9356 eV
* E: -6859.8471 eV